This record from the Open Molecules 2025 dataset describes one molecule with the formula CH2N4O in a non-equilibrium geometry. The level of theory is ωB97M-V/def2-TZVPD.

Structure (XYZ):
```
8
Properties=species:S:1:pos:R:3:forces:R:3:nbo_charge:R:1
O 1.91797 0.03276 -0.00460 -0.024 -0.731 0.443 -0.599
C 0.71713 -0.08848 -0.07788 2.556 5.369 -1.273 0.701
N -0.11260 -1.04553 -0.27981 -2.124 -7.283 3.598 -0.467
N -1.44295 -0.60886 0.04494 0.523 0.499 -1.629 -0.041
N -1.40468 0.64396 -0.04130 -0.997 0.063 1.349 0.008
N -0.15634 1.04704 -0.21196 3.518 2.464 1.650 -0.462
H 0.14496 -1.95916 0.32661 -0.914 2.397 -2.402 0.421
H 0.33651 1.97827 0.24399 -2.537 -2.778 -1.736 0.440
```
Forces are in eV/Å.

Output
Total charge: 0
Largest force on an atom (Eh/bohr): 0.1633
Orbital gap (eV): 10.840
ΔE to the lowest compared entry with this formula, charge and spin (kcal per mole): 32.2
SMILES string: O=c1[nH]nn[nH]1
E (a.u.): -333.496545